# 1
# C49H64AuN3O3P

A molecular structure, C49H64AuN3O3P (ωB97M-V/def2-TZVPD, the OMol25 dataset).

**HOMO**: -0.385 Eh
**Maximum force**: 0.3 eV/A
**LUMO**: -2.60 eV
**Charge**: +1

Geometry (Å):
Au 0.81511 0.84840 -0.03403
C -3.64500 -0.33445 -4.86345
C -3.13906 1.03313 -5.23048
C -3.78037 1.80003 -6.19701
C -3.30726 3.05084 -6.56289
C -2.15518 3.55186 -5.97756
C -1.48660 2.79971 -5.02519
C -1.99079 1.56380 -4.63872
N -1.30504 0.77287 -3.66821
C -0.74234 1.20498 -2.52001
N -1.13017 2.38382 -1.98412
C -0.17269 3.27012 -1.39239
C 0.92014 2.78651 -0.68364
C 1.88411 3.66331 -0.21352
C 1.73577 5.02467 -0.42806
C 0.60580 5.50434 -1.07254
C -0.36958 4.64617 -1.56133
C -1.61202 5.18800 -2.21940
N 0.15423 0.46722 -1.91098
C 0.98186 -0.41256 -2.70194
C 0.84009 -1.78775 -2.60551
C 1.64396 -2.63394 -3.35380
C 2.59193 -2.09575 -4.20692
C 2.73230 -0.71915 -4.29902
C 1.94402 0.14856 -3.55221
C 2.13850 1.63227 -3.66655
H -4.59650 -0.53337 -5.35199
H -3.78747 -0.43256 -3.78592
H -2.94898 -1.11825 -5.17583
H -4.67113 1.40476 -6.66920
H -3.83024 3.62679 -7.31420
H -1.76353 4.51594 -6.27340
H -0.56518 3.16708 -4.58984
H -1.09748 -0.18573 -3.91111
H -1.90495 2.82991 -2.45214
H 2.72356 3.28242 0.35106
H 2.48501 5.71450 -0.06286
H 0.47066 6.57106 -1.20211
H -1.59878 6.27572 -2.21191
H -2.51514 4.87231 -1.68880
H -1.70874 4.87095 -3.25985
H 0.11006 -2.19985 -1.93047
H 1.52743 -3.70627 -3.26551
H 3.22494 -2.74355 -4.79884
H 3.48122 -0.30045 -4.95995
H 3.03344 1.85288 -4.24520
H 2.23788 2.09780 -2.68597
H 1.29619 2.10847 -4.17537
C 3.79930 -0.07236 6.96682
O 3.02955 0.57989 5.96526
C 3.25452 0.25040 4.67818
C 4.18330 -0.71289 4.26436
C 4.32975 -0.93010 2.91261
C 3.56617 -0.28035 1.93255
C 3.86869 -0.54394 0.51304
C 5.19801 -1.15407 0.13729
O 3.07443 -0.28492 -0.38530
C 2.60083 0.67140 2.36845
O 1.82988 1.43487 1.60116
C 2.49349 0.92584 3.73832
H 3.46639 0.34107 7.91352
H 4.86418 0.12918 6.83709
H 3.62342 -1.15001 6.95896
H 4.79351 -1.25610 4.96901
H 5.07488 -1.64743 2.59675
H 5.29986 -2.16417 0.53662
H 6.02103 -0.55887 0.53432
H 5.25715 -1.19832 -0.94694
H 1.79179 1.68151 4.06634
C -4.51796 -1.42371 -0.62660
C -3.52131 -2.56972 -0.87703
C -2.07664 -2.13939 -0.58867
C -2.02386 -1.23774 0.64307
C -2.77381 0.08724 0.34997
C -3.82012 -0.07447 -0.75772
P -0.33287 -0.89232 1.29589
C 0.55209 -2.46242 1.68666
C -0.26327 -3.58561 2.36641
C 0.41240 -4.95448 2.18466
C 1.92882 -4.80731 2.23088
C 2.42128 -3.98688 1.02471
C 1.33319 -3.04075 0.50162
C -0.63373 -0.15067 2.96413
C -1.60500 -0.95981 3.87303
C -2.85620 -0.16831 4.24640
C -2.50990 1.12586 4.98627
C -1.24226 1.78230 4.41118
C -0.99403 1.34757 2.96723
H -4.93289 -1.49925 0.38272
H -5.36388 -1.49978 -1.31060
H -3.58647 -2.90509 -1.91476
H -3.77886 -3.43146 -0.25747
H -1.69054 -1.57711 -1.44185
H -1.44519 -3.02239 -0.46882
H -2.54215 -1.76102 1.45349
H -2.07082 0.88077 0.07933
H -3.27991 0.41845 1.25657
H -3.34246 0.00213 -1.73989
H -4.53736 0.74593 -0.69913
H 1.30537 -2.09447 2.39817
H -1.28141 -3.62720 1.96876
H -0.34855 -3.37484 3.43246
H 0.12007 -5.40001 1.22973
H 0.05976 -5.63477 2.96088
H 2.41454 -5.78298 2.25150
H 2.20507 -4.30627 3.16396
H 2.73712 -4.65060 0.21696
H 3.29881 -3.40043 1.31145
H 0.64858 -3.59349 -0.14747
H 1.77901 -2.25538 -0.10431
H 0.36363 -0.21081 3.40975
H -1.07401 -1.23435 4.78893
H -1.90649 -1.89951 3.41501
H -3.51226 -0.79091 4.85695
H -3.42037 0.06100 3.33858
H -2.36444 0.91338 6.04739
H -3.35456 1.81457 4.92364
H -0.37182 1.49775 5.01078
H -1.31368 2.86886 4.47052
H -0.17846 1.92089 2.53141
H -1.88636 1.55085 2.37373

Forces on atoms 1 to 6 (eV/Å):
0.0 0.0 0.1
0.0 0.0 0.0
0.0 0.0 0.0
0.0 0.0 0.0
0.0 0.0 0.0
0.0 0.0 0.0

# 2
# C49H65BBaN12S6

A molecular structure, C49H65BBaN12S6 at a distorted geometry (ωB97M-V/def2-TZVPD, the OMol25 dataset).

**HOMO**: -0.251 Eh
**Maximum force**: 1.6 eV/A
**LUMO**: -0.33 eV
**Charge**: 0

Geometry (Å):
Ba -0.76347 0.55417 -0.36422
C 1.08881 -5.07342 -1.61785
C 0.22215 -4.22690 -2.54983
C 0.94358 -2.94696 -2.96580
C -0.06976 -5.02888 -3.81571
N -1.07015 -3.91849 -1.85809
C -2.28384 -4.50035 -2.21059
C -3.18486 -4.12254 -1.29470
N -2.55929 -3.31958 -0.36378
B -3.43875 -2.79114 0.82656
N -4.35791 -1.57569 0.56771
C -5.24236 -1.26228 1.58286
C -6.00773 -0.24792 1.17236
N -5.58075 0.09804 -0.10728
C -4.59415 -0.77084 -0.48530
S -3.79763 -0.87548 -1.98175
C -6.26307 1.20812 -0.83627
C -6.44796 2.36926 0.14895
C -5.47869 1.74970 -2.02914
C -7.61871 0.68794 -1.31221
N -2.56375 -2.48085 2.07212
C -2.06942 -3.54817 2.79306
C -1.46117 -3.06969 3.88670
N -1.56168 -1.68391 3.84153
C -2.24112 -1.33160 2.70898
S -2.54122 0.28607 2.19179
C -1.18155 -0.78359 4.97499
C -2.44312 -0.12661 5.53450
C -0.16389 0.25595 4.50548
C -0.54590 -1.62162 6.08186
C -1.25283 -3.20188 -0.71028
S -0.03170 -2.40659 0.19942
H 2.00068 -5.37347 -2.13841
H 0.54609 -5.97137 -1.31478
H 1.35708 -4.51212 -0.72436
H 1.87964 -3.21645 -3.45867
H 1.17091 -2.31856 -2.10939
H 0.33916 -2.37594 -3.67320
H 0.86956 -5.16407 -4.35070
H -0.75972 -4.50042 -4.47604
H -0.47518 -6.01658 -3.59248
H -2.41387 -5.10878 -3.08279
H -4.23745 -4.33387 -1.23320
H -4.16684 -3.71907 1.10202
H -5.24144 -1.78788 2.52184
H -6.79615 0.26634 1.68540
H -5.49776 2.62526 0.62008
H -7.17420 2.14718 0.92992
H -6.81121 3.23973 -0.39675
H -4.46879 2.04707 -1.74289
H -6.01425 2.62923 -2.39225
H -5.39681 1.02609 -2.83339
H -8.21857 0.33006 -0.47354
H -7.47740 -0.13525 -2.01431
H -8.16897 1.48522 -1.81510
H -2.19169 -4.56066 2.45129
H -0.94972 -3.59559 4.66802
H -2.92797 0.49183 4.78163
H -2.17889 0.49953 6.38884
H -3.14682 -0.89282 5.86848
H -0.59076 0.95502 3.79089
H 0.68832 -0.23622 4.03103
H 0.19736 0.81391 5.37242
H -1.23659 -2.36898 6.47510
H -0.28225 -0.95013 6.89812
H 0.36615 -2.11671 5.74342
C -1.91513 4.07921 4.08242
C -0.71521 4.62387 3.31546
N -0.95964 4.67380 1.88771
C -0.58098 3.74247 0.97604
S 0.58741 2.53826 1.45349
N -1.05585 3.97214 -0.24130
N -1.09466 2.95794 -1.14842
C -1.04280 3.26007 -2.39648
C -0.70443 4.62888 -2.89207
C -1.33720 2.16550 -3.36552
C -1.76970 2.45181 -4.65534
C -2.04177 1.40775 -5.52443
C -1.85957 0.10331 -5.09784
C -1.43228 -0.09506 -3.79597
N -1.19046 0.89937 -2.94804
H -1.67455 3.96536 5.14197
H -2.20116 3.10308 3.68349
H -2.77395 4.75012 4.00172
H 0.14812 3.98418 3.47636
H -0.46513 5.63127 3.65621
H -1.70239 5.27356 1.56053
H -0.06043 5.11008 -2.16000
H -1.59725 5.25187 -3.00406
H -0.18480 4.57390 -3.84831
H -1.91182 3.47813 -4.96326
H -2.39691 1.61313 -6.52655
H -2.05935 -0.74167 -5.74157
H -1.29142 -1.09777 -3.40910
S 2.50678 3.91665 -1.08974
C 3.56361 2.68651 -1.11031
N 4.60755 2.57376 -0.23651
C 5.86367 2.12637 -0.81384
C 5.67161 0.76728 -1.41785
N 4.48263 0.71785 -2.26915
C 4.50897 -0.33987 -3.27878
C 4.82484 -1.68705 -2.67834
C 5.79129 -2.51379 -3.23393
C 6.02864 -3.77683 -2.70364
C 5.30768 -4.21501 -1.60267
C 4.34586 -3.38672 -1.03425
C 4.10427 -2.13358 -1.57245
C 3.44916 1.56061 -2.14630
S 2.04359 1.41388 -3.01189
C 4.68767 3.45535 0.92279
C 5.35917 2.74323 2.07042
C 6.61568 3.12073 2.52370
C 7.25864 2.39221 3.51902
C 6.64555 1.27540 4.06455
C 5.37757 0.90226 3.62976
C 4.73998 1.63253 2.64071
H 6.61573 2.06599 -0.02895
H 6.20913 2.84435 -1.56944
H 5.57941 0.02155 -0.62478
H 6.53482 0.49725 -2.02851
H 5.23705 -0.07191 -4.04923
H 3.52624 -0.36902 -3.74211
H 6.35867 -2.17260 -4.09285
H 6.77994 -4.41529 -3.15067
H 5.49093 -5.19837 -1.18908
H 3.78099 -3.71855 -0.17185
H 3.34184 -1.49405 -1.13811
H 3.66605 3.72720 1.18176
H 5.22353 4.37831 0.67285
H 7.09723 3.99324 2.09537
H 8.23962 2.69570 3.86179
H 7.14926 0.69840 4.82935
H 4.88760 0.04023 4.06468
H 3.75120 1.34548 2.29896

Forces on atoms 1 to 6 (eV/Å):
-0.1 -1.4 0.7
0.0 0.0 0.0
0.0 0.0 0.1
-0.1 0.1 0.0
-0.1 0.0 0.0
0.0 0.0 -0.2